[1]
The following is a quantum chemistry calculation of a 4-piece molecular cluster, C24H47FNO7 overall, from OMol25.

The geometry in XYZ format:
```
80
C24H47FNO7 (the ωB97M-V functional and the def2-TZVPD basis)
C 0.88 -0.03 -0.58
C 0.75 -1.56 -0.57
C 1.97 -2.13 -1.33
C 0.80 -2.08 0.89
C -0.56 -2.31 1.57
C -0.82 -3.79 1.94
C -0.62 -4.80 0.81
C -0.39 -6.21 1.36
F 0.87 -6.29 1.95
C -1.76 -1.63 0.85
C -1.75 -1.58 -0.70
C -2.86 -2.52 -1.22
C -2.13 -0.15 -1.19
N -0.46 -2.00 -1.29
O -0.41 -3.18 -1.78
H 1.88 0.20 -0.22
H 0.17 0.46 0.08
H 0.81 0.35 -1.60
H 1.90 -1.96 -2.40
H 2.86 -1.67 -0.90
H 2.06 -3.20 -1.14
H 1.32 -1.31 1.46
H 1.44 -2.96 0.96
H -0.49 -1.81 2.54
H -0.08 -4.03 2.71
H -1.81 -3.89 2.38
H 0.25 -4.59 0.18
H -1.51 -4.88 0.19
H -0.43 -6.93 0.55
H -1.14 -6.43 2.13
H -2.66 -2.17 1.15
H -1.86 -0.63 1.28
H -3.79 -2.15 -0.77
H -2.73 -3.54 -0.89
H -2.97 -2.44 -2.30
H -3.15 -0.13 -1.58
H -1.46 0.11 -2.02
H -1.98 0.60 -0.43
O -0.09 2.61 0.91
C 0.31 3.72 0.66
O 0.78 3.97 -0.57
C 1.13 5.28 -1.03
C 2.53 5.67 -0.64
C 0.35 4.81 1.71
H 0.38 6.01 -0.70
H 1.05 5.22 -2.11
H 2.65 5.72 0.45
H 2.79 6.65 -1.05
H 3.25 4.94 -1.01
H 1.26 4.69 2.29
H -0.50 4.67 2.37
H 0.31 5.82 1.31
O -3.47 -5.60 1.82
C -4.17 -6.58 1.84
O -4.67 -7.04 0.68
C -5.37 -8.28 0.57
C -6.84 -8.12 0.90
C -4.55 -7.25 3.14
H -4.89 -9.05 1.18
H -5.26 -8.58 -0.47
H -6.99 -7.81 1.94
H -7.37 -9.07 0.75
H -7.29 -7.37 0.26
H -5.40 -6.71 3.57
H -3.71 -7.16 3.83
H -4.80 -8.30 3.05
O 5.33 7.00 -0.49
C 5.47 8.08 -0.98
O 4.58 8.49 -1.90
C 4.55 9.82 -2.44
C 5.52 9.98 -3.59
C 6.64 8.97 -0.63
H 4.72 10.55 -1.65
H 3.53 9.96 -2.79
H 6.55 9.82 -3.28
H 5.43 10.98 -4.02
H 5.30 9.24 -4.37
H 7.49 8.66 -1.24
H 6.89 8.81 0.41
H 6.46 10.03 -0.78
```

## Properties
total charge = 0
orbital gap (alpha / beta) = 7.9 / 9.2 eV
HOMO (alpha / beta) = -0.2680 / -0.3180 Eh
E_tot = -44188.5260 eV
max |F| = 1.433 eV/Å
multiplicity = 2
lowest unoccupied orbital energy (alpha / beta) = 0.560 / 0.560 eV

Löwdin population analysis, charges in e, atoms 1 to 4: -0.033, -0.472, -0.035, -0.080



[2]
The following is a quantum chemistry calculation of a 5-piece molecular cluster, C24H47NO6 overall, from OMol25.

The geometry in XYZ format:
```
78
C24H47NO6 (the ωB97M-V functional and the def2-TZVPD basis)
C 5.34 3.37 0.34
C 5.83 2.12 -0.39
C 4.89 1.74 -1.53
C 3.58 1.08 -1.05
C 3.46 -0.35 -1.53
N 4.68 -1.13 -1.18
C 4.31 -2.44 -0.77
O 5.13 -3.30 -0.45
C 2.79 -2.61 -0.79
C 2.48 -3.55 -2.00
C 2.26 -1.20 -0.99
C 1.43 -0.64 0.17
O 0.08 -1.02 0.01
C -0.78 0.09 -0.16
C -0.44 0.99 -1.36
H 5.95 3.57 1.22
H 5.42 4.24 -0.32
H 4.31 3.28 0.65
H 5.88 1.30 0.34
H 6.82 2.31 -0.77
H 5.42 1.09 -2.22
H 4.66 2.65 -2.10
H 3.59 1.08 0.04
H 2.73 1.64 -1.43
H 3.34 -0.37 -2.61
H 5.06 -0.70 -0.34
H 2.46 -3.06 0.14
H 1.60 -3.20 -2.54
H 2.33 -4.56 -1.63
H 3.33 -3.59 -2.67
H 1.54 -1.21 -1.80
H 1.53 0.44 0.26
H 1.80 -1.07 1.11
H -0.87 0.68 0.75
H -1.77 -0.32 -0.33
H -1.22 0.96 -2.12
H -0.37 2.02 -1.04
H 0.49 0.72 -1.85
C -3.93 -2.24 2.04
C -4.68 -1.15 1.33
C -6.09 -0.88 1.80
O -4.18 -0.51 0.44
H -2.93 -2.33 1.61
H -3.86 -2.00 3.10
H -4.46 -3.19 1.92
H -6.08 -0.61 2.86
H -6.70 -1.78 1.68
H -6.53 -0.07 1.22
C -2.65 -1.74 6.95
C -4.01 -1.45 6.38
C -5.12 -1.17 7.37
O -4.21 -1.44 5.19
H -1.95 -1.92 6.14
H -2.30 -0.89 7.54
H -2.69 -2.62 7.59
H -4.87 -0.30 7.98
H -5.26 -2.03 8.02
H -6.05 -0.98 6.83
C -0.16 5.91 -3.74
C 0.24 5.25 -2.44
C 0.90 6.13 -1.41
O 0.04 4.08 -2.24
H -0.62 5.17 -4.39
H -0.87 6.72 -3.55
H 0.72 6.33 -4.23
H 0.23 6.95 -1.13
H 1.82 6.56 -1.81
H 1.14 5.55 -0.53
C -2.76 -3.52 -4.30
C -1.82 -2.86 -3.33
C -2.32 -2.65 -1.92
O -0.71 -2.52 -3.67
H -2.28 -3.62 -5.27
H -3.04 -4.52 -3.94
H -3.67 -2.93 -4.41
H -2.57 -3.61 -1.47
H -3.21 -2.01 -1.94
H -1.55 -2.17 -1.33
```

## Properties
total charge = 0
energy relative to the best compared isomer or geometry (same formula, charge and spin) = 0.0 kcal/mol
orbital gap = 9.7 eV
HOMO = -0.3330 Eh
SMILES string = CCCC[C@H]1NC(=O)[C@H](C)[C@H]1COCC.CC(C)=O.CC(C)=O.CC(C)=O.CC(C)=O
E_tot = -39424.8983 eV
max |F| = 1.965 eV/Å
lowest unoccupied orbital energy = 0.647 eV

Löwdin population analysis, charges in e, atoms 1 to 4: -0.112, -0.266, -0.204, -0.154



[3]
The following is a quantum chemistry calculation of C24H47O50PS11Zr as an isolated structure, from OMol25.

The geometry in XYZ format:
```
134
C24H47O50PS11Zr (the ωB97M-V functional and the def2-TZVPD basis)
Zr 17.22 8.54 7.71
P 19.23 8.75 9.06
O 18.09 7.83 9.38
O 18.98 9.60 7.74
O 19.03 7.63 7.98
O 17.95 9.60 9.29
C 13.54 9.28 6.05
C 14.83 8.92 6.70
O 15.62 8.13 6.25
O 15.21 9.48 7.68
H 12.97 8.57 5.45
H 13.77 10.11 5.38
H 12.83 9.51 6.85
C 18.19 1.88 6.92
C 19.31 2.81 6.31
O 18.54 3.48 5.31
S 16.94 3.73 5.63
O 16.01 3.74 4.45
O 16.68 4.72 6.69
O 16.99 2.27 6.34
H 18.07 1.98 7.99
H 18.29 0.79 6.85
H 20.04 2.16 5.82
H 19.65 3.55 7.04
C 13.75 10.82 2.06
C 13.82 10.47 0.46
O 12.97 9.38 0.38
S 13.12 8.37 1.73
O 14.29 7.51 1.56
O 11.87 7.75 2.14
O 13.61 9.65 2.68
H 13.01 11.58 2.33
H 14.77 11.09 2.31
H 14.82 10.20 0.13
H 13.49 11.38 -0.05
C 15.23 14.59 10.38
C 16.14 13.38 10.68
O 16.91 13.80 11.72
S 16.15 14.69 12.81
O 16.96 15.82 13.24
O 15.66 13.77 13.82
O 14.95 15.20 11.71
H 14.34 14.32 9.82
H 15.83 15.33 9.86
H 16.88 13.39 9.89
H 15.52 12.48 10.72
C 17.37 9.66 12.55
C 16.95 8.20 12.38
O 16.36 7.81 13.53
S 15.53 9.09 14.18
O 15.65 9.09 15.66
O 14.17 9.23 13.67
O 16.53 10.24 13.56
H 17.35 10.13 11.56
H 18.35 9.94 12.95
H 17.68 7.41 12.19
H 16.18 8.21 11.60
C 13.56 7.58 11.33
C 12.49 7.23 10.29
O 13.13 6.73 9.14
S 14.54 6.10 9.57
O 15.61 6.77 8.87
O 14.46 4.68 9.53
O 14.40 6.49 11.17
H 13.21 7.41 12.35
H 13.90 8.62 11.31
H 11.73 7.90 9.89
H 11.78 6.47 10.60
C 12.98 2.98 7.10
C 12.06 2.85 5.95
O 11.60 4.15 5.55
S 11.54 5.06 6.88
O 10.25 4.82 7.45
O 11.94 6.43 6.55
O 12.62 4.13 7.73
H 14.02 3.15 6.79
H 12.94 2.25 7.90
H 11.19 2.20 6.07
H 12.69 2.55 5.11
C 17.82 6.93 1.46
C 19.04 6.12 1.69
O 18.98 5.84 3.12
S 18.59 7.20 3.94
O 19.62 8.20 3.99
O 17.93 6.89 5.20
O 17.56 7.59 2.67
H 17.00 6.36 1.02
H 18.02 7.72 0.74
H 19.96 6.64 1.43
H 18.98 5.16 1.18
C 15.51 13.05 6.99
C 15.42 13.34 5.46
O 16.33 12.38 5.01
S 17.41 11.66 5.96
O 18.66 12.44 5.86
O 17.44 10.18 5.77
O 16.56 12.22 7.33
H 14.51 12.78 7.32
H 15.87 13.87 7.60
H 15.71 14.35 5.16
H 14.41 13.21 5.09
C 10.13 12.30 11.58
C 11.41 13.33 11.60
O 11.99 13.33 10.29
S 11.94 11.81 9.71
O 13.07 10.99 10.18
O 11.80 11.80 8.22
O 10.54 11.38 10.51
H 9.34 12.91 11.15
H 9.69 11.72 12.40
H 12.11 12.93 12.34
H 11.10 14.33 11.88
C 8.51 12.56 4.07
C 8.38 14.07 4.24
O 9.60 14.51 3.70
S 10.59 13.32 2.98
O 11.54 12.72 3.87
O 11.11 13.66 1.68
O 9.29 12.34 2.88
H 7.48 12.24 3.90
H 8.98 11.95 4.84
H 8.14 14.25 5.29
H 7.56 14.37 3.59
C 9.70 8.66 4.60
C 9.57 7.22 4.04
O 8.81 6.66 5.13
S 7.50 7.65 5.43
O 7.21 7.59 6.84
O 6.45 7.34 4.40
O 8.44 9.04 5.03
H 9.99 9.44 3.90
H 10.47 8.66 5.37
H 10.58 6.80 4.04
H 8.93 7.27 3.16
```

## Properties
total charge = 0
energy relative to the best compared isomer or geometry (same formula, charge and spin) = 241.4 kcal/mol
orbital gap = 7.8 eV
HOMO = -0.2930 Eh
E_tot = -257758.3037 eV
max |F| = 14.330 eV/Å
lowest unoccupied orbital energy = -0.207 eV

Löwdin population analysis, charges in e, atoms 1 to 4: 1.938, 0.231, -0.405, -0.456



> What is the total charge in the second record?

0



> The lowest max |F| belongs to which entry?

C24H47FNO7